Entry 1:
Computed, not measured: a molecular structure, C4H8O2, with the ωB97M-V functional and the def2-TZVPD basis.

```
14
Properties=species:S:1:pos:R:3:forces:R:3
C 1.7493 0.2934 -0.1990 -0.077 0.060 -0.025
C 0.7723 -0.7152 0.3658 0.067 -0.041 -0.181
O 0.2121 -0.2563 1.6282 -0.115 -0.110 0.174
C -0.6734 -0.7549 0.0309 0.001 0.116 -0.505
C -1.2683 0.4495 -0.5719 0.330 -0.010 0.010
O -2.6525 0.5611 -0.3288 -0.159 -0.167 -0.064
H 1.3279 1.3006 -0.2190 0.065 -0.121 0.008
H 2.0107 0.0034 -1.2233 -0.047 0.034 0.166
H 2.6736 0.3173 0.3871 -0.166 -0.043 -0.038
H 1.2503 -1.6939 0.4900 -0.157 0.152 -0.075
H -0.5687 -0.8671 1.7409 0.306 0.114 0.519
H -1.0574 0.2950 -1.6527 -0.017 0.032 0.046
H -0.8161 1.4079 -0.2893 -0.022 -0.157 -0.034
H -2.9597 -0.3409 -0.1590 -0.009 0.143 0.000
```
Positions in Å, forces in eV/Å.

Results
Highest occupied orbital energy in Eh: -0.3293
Gap between HOMO and LUMO in eV: 9.512
Electronic energy in eV: -8368.511
Relative energy (zero: lowest compared OMol25 entry of this formula, charge and spin) in kJ/mol: 460.30



Entry 2:
Computed, not measured: a molecular structure, C4H8O2, with the ωB97M-V functional and the def2-TZVPD basis.

```
14
Properties=species:S:1:pos:R:3:forces:R:3
O -1.9742 0.5276 -0.5500 0.024 0.217 0.091
C -1.5017 -0.6589 0.0393 0.086 -0.293 0.107
C -0.0473 -0.5103 0.4475 -0.144 -0.280 -0.067
C 0.9484 -0.2216 -0.6764 0.030 -0.029 -0.137
C 1.4263 0.8961 0.2510 0.271 0.159 -0.093
O 0.2303 0.7761 1.0516 -0.054 -0.010 0.148
H -1.5923 1.2419 -0.0158 -0.125 -0.027 -0.126
H -2.1250 -0.9700 0.8921 0.092 0.156 -0.086
H -1.5516 -1.4509 -0.7185 -0.059 0.053 0.137
H 0.2607 -1.3209 1.1232 -0.051 0.064 -0.130
H 1.6401 -1.0146 -0.9644 -0.025 0.148 0.079
H 0.4218 0.1720 -1.5499 0.145 -0.081 0.070
H 1.5495 1.8982 -0.1705 -0.063 -0.117 0.074
H 2.3149 0.6355 0.8408 -0.127 0.040 -0.066
```
Positions in Å, forces in eV/Å.

Results
Highest occupied orbital energy in Eh: -0.3701
Gap between HOMO and LUMO in eV: 11.139
Electronic energy in eV: -8371.369
Relative energy (zero: lowest compared OMol25 entry of this formula, charge and spin) in kJ/mol: 184.53



| no. | LUMO (eV) |
| --- | --- |
| 1 | 0.55 |
| 2 | 1.07 |